(1)
Computed, not measured: a molecular structure, C38H65N7O7PZr, with the ωB97M-V functional and the def2-TZVPD basis.

Cartesian coordinates (Å):
Zr: 1.391 0.159 1.248
N: 1.462 1.757 3.185
N: 2.571 1.497 4.009
C: 3.428 0.479 3.550
O: 4.558 0.397 3.994
O: 2.873 -0.313 2.685
H: 1.611 2.549 2.559
H: 0.615 1.862 3.726
H: 3.073 2.303 4.351
C: -2.450 -1.773 5.089
O: -1.735 -1.920 3.858
C: -1.234 -0.787 3.306
O: -0.086 -0.768 2.907
N: -2.132 0.210 3.186
N: -1.722 1.450 2.669
H: -2.443 -2.753 5.557
H: -3.482 -1.458 4.921
H: -1.950 -1.055 5.738
H: -3.100 -0.064 3.111
H: -2.503 2.089 2.744
H: -1.439 1.370 1.686
C: -3.555 -2.184 -1.355
C: -3.093 -0.724 -1.316
C: -2.629 -0.252 -2.699
C: -4.208 0.179 -0.775
C: -1.952 -0.604 -0.392
N: -1.077 -0.515 0.344
H: -4.387 -2.269 -2.056
H: -3.900 -2.508 -0.372
H: -2.756 -2.848 -1.683
H: -3.483 -0.259 -3.380
H: -1.856 -0.910 -3.097
H: -2.229 0.761 -2.648
H: -5.070 0.126 -1.443
H: -3.875 1.211 -0.705
H: -4.522 -0.141 0.220
C: -0.378 -4.082 -0.534
C: 0.915 -4.235 0.280
C: 0.529 -3.931 1.736
C: 1.367 -5.698 0.188
P: 2.149 -2.930 -0.323
N: 1.691 -1.515 0.123
C: 2.196 -3.001 -2.211
C: 3.418 -2.209 -2.698
C: 0.973 -2.236 -2.751
C: 2.246 -4.393 -2.851
C: 3.845 -3.363 0.368
C: 4.747 -2.122 0.284
C: 3.708 -3.657 1.871
C: 4.562 -4.545 -0.297
H: -1.163 -4.665 -0.042
H: -0.284 -4.457 -1.552
H: -0.695 -3.040 -0.567
H: -0.404 -4.457 1.963
H: 0.362 -2.868 1.890
H: 1.276 -4.264 2.451
H: 0.525 -6.337 0.478
H: 2.186 -5.921 0.869
H: 1.667 -5.994 -0.817
H: 3.429 -1.206 -2.274
H: 3.348 -2.111 -3.785
H: 4.362 -2.702 -2.475
H: 0.800 -1.325 -2.175
H: 0.068 -2.841 -2.747
H: 1.172 -1.954 -3.789
H: 3.083 -4.995 -2.497
H: 2.367 -4.272 -3.932
H: 1.329 -4.959 -2.694
H: 4.263 -1.255 0.728
H: 5.050 -1.874 -0.730
H: 5.653 -2.327 0.862
H: 3.168 -2.863 2.387
H: 4.715 -3.690 2.295
H: 3.239 -4.618 2.074
H: 4.830 -4.342 -1.333
H: 3.987 -5.471 -0.269
H: 5.495 -4.725 0.246
C: -6.297 3.762 -1.735
C: -5.338 3.886 -0.579
C: -5.855 4.105 0.702
C: -4.995 4.211 1.780
C: -3.627 4.114 1.586
C: -3.082 3.865 0.313
N: -1.729 3.680 0.201
C: -0.875 4.226 -0.805
C: -1.190 5.411 -1.416
C: -0.466 5.923 -2.505
C: 0.619 5.145 -2.944
C: 1.002 3.978 -2.336
C: 0.312 3.451 -1.158
C: 0.760 2.362 -0.491
O: 1.896 1.675 -0.920
O: 0.305 1.815 0.688
C: -3.967 3.746 -0.790
C: -3.453 3.408 -2.166
H: -7.310 4.014 -1.422
H: -6.315 2.743 -2.134
H: -6.020 4.418 -2.562
H: -6.925 4.207 0.837
H: -5.383 4.412 2.772
H: -2.943 4.301 2.408
H: -1.241 3.441 1.051
H: -2.067 5.943 -1.052
H: -0.741 6.855 -2.979
H: 1.192 5.471 -3.809
H: 1.829 3.407 -2.736
H: -2.471 2.940 -2.120
H: -3.323 4.303 -2.781
H: -4.146 2.744 -2.687
C: 3.361 3.879 0.350
O: 3.015 2.643 0.963
C: 2.890 1.479 0.146
C: 4.188 1.193 -0.558
H: 4.445 3.962 0.208
H: 3.038 4.669 1.030
H: 2.853 4.020 -0.604
H: 4.470 2.027 -1.212
H: 4.099 0.303 -1.176
H: 4.980 1.024 0.173

The value obtained for the orbital gap is 3.101 eV. The value obtained for the LUMO energy is 1.8707 eV. Its net charge is -1. The relative energy (zero: lowest compared OMol25 entry of this formula, charge and spin) comes out at 64.9 kcal/mol.

---

(2)
Computed, not measured: a molecular structure, C38H66BN7O2PSn, with the ωB97M-V functional and the def2-TZVPD basis.

Cartesian coordinates (Å):
Sn: -1.586 1.001 0.770
C: -5.969 2.872 -0.349
C: -4.577 3.461 0.026
C: -4.286 2.931 1.450
C: -3.585 3.063 -1.052
C: -3.781 3.153 -2.435
C: -2.594 2.743 -2.990
N: -1.678 2.469 -2.046
N: -2.315 2.614 -0.811
B: -0.193 2.895 -2.180
N: 0.776 1.626 -2.066
C: 0.656 0.379 -2.620
C: 1.859 -0.140 -2.815
C: 2.773 0.799 -2.236
N: 2.031 1.901 -1.719
C: 4.345 0.710 -2.120
C: 4.888 -0.484 -2.946
C: 4.918 1.971 -2.635
N: 0.137 3.873 -1.116
C: 0.400 5.237 -1.345
C: 0.867 5.823 -0.042
C: 0.588 4.818 0.836
N: 0.093 3.643 0.291
C: 1.005 4.872 2.291
C: -0.088 4.224 3.215
C: 1.323 6.312 2.775
H: -5.846 1.847 -0.782
H: -6.446 3.450 -1.152
H: -6.589 2.838 0.538
H: -4.622 4.558 0.024
H: -4.488 1.855 1.603
H: -4.899 3.413 2.174
H: -3.245 3.022 1.744
H: -4.683 3.293 -3.010
H: -2.339 2.792 -4.036
H: 0.037 3.193 -3.247
H: -0.312 0.182 -3.131
H: 2.158 -1.035 -3.291
H: 4.286 0.681 -1.063
H: 4.705 -0.392 -4.017
H: 5.969 -0.620 -2.730
H: 4.443 -1.421 -2.756
H: 4.800 2.108 -3.668
H: 4.630 2.874 -2.165
H: 5.970 1.845 -2.475
H: 0.224 5.737 -2.455
H: 1.278 6.786 0.138
H: 1.882 4.267 2.349
H: -1.026 4.774 3.048
H: 0.200 4.474 4.225
H: -0.091 3.185 2.957
H: 0.349 6.726 2.483
H: 2.067 6.585 2.151
H: 1.540 6.465 3.856
C: -3.497 -0.254 -2.321
C: -3.628 -0.930 -0.955
N: -4.249 -2.139 -0.966
O: -3.319 -0.320 0.100
H: -4.031 0.661 -2.213
H: -3.913 -0.879 -3.102
H: -2.429 -0.074 -2.487
H: -4.713 -2.488 -1.820
H: -4.722 -2.322 -0.078
O: -0.758 -0.889 0.335
P: 0.119 -2.031 0.835
C: 1.537 -1.255 1.695
C: 1.049 -0.582 2.993
C: 2.317 -0.357 3.847
C: 3.334 0.474 2.996
C: 2.818 0.944 1.587
C: 2.184 -0.218 0.768
C: -0.997 -2.942 1.955
C: -0.393 -3.654 3.217
C: -0.232 -5.184 2.936
C: -1.578 -5.778 2.480
C: -1.919 -5.158 1.122
C: -2.174 -3.637 1.235
C: 0.907 -2.905 -0.628
C: 1.966 -4.000 -0.418
C: 2.667 -4.291 -1.730
C: 1.717 -4.737 -2.811
C: 0.463 -3.883 -2.943
C: -0.159 -3.405 -1.601
H: 2.187 -2.064 2.015
H: 0.251 -1.008 3.585
H: 0.633 0.441 2.755
H: 2.635 -1.308 4.182
H: 2.069 0.151 4.772
H: 4.200 -0.135 2.856
H: 3.530 1.361 3.573
H: 3.616 1.415 1.026
H: 2.128 1.747 1.820
H: 2.988 -0.582 0.137
H: 1.470 0.210 0.030
H: -1.346 -2.010 2.409
H: -1.191 -3.604 4.022
H: 0.563 -3.189 3.455
H: 0.253 -5.544 3.823
H: 0.447 -5.301 2.094
H: -2.287 -5.586 3.292
H: -1.493 -6.864 2.471
H: -2.788 -5.648 0.673
H: -1.042 -5.438 0.470
H: -3.083 -3.574 1.839
H: -2.460 -3.172 0.341
H: 1.353 -2.065 -1.070
H: 1.434 -4.927 -0.189
H: 2.704 -3.792 0.335
H: 3.370 -5.164 -1.549
H: 3.249 -3.452 -2.090
H: 1.338 -5.739 -2.561
H: 2.176 -4.918 -3.820
H: -0.318 -4.421 -3.600
H: 0.767 -2.883 -3.478
H: -0.772 -4.210 -1.117
H: -0.905 -2.740 -1.970

The value obtained for the orbital gap (alpha / beta) is 5.565 / 5.382 eV. The value obtained for the LUMO energy (alpha / beta) is -11.2524 / -11.4337 eV. Its net charge is +3.

---

(3)
Computed, not measured: a molecular structure, C38H66MgN8O10, with the ωB97M-V functional and the def2-TZVPD basis.

Cartesian coordinates (Å):
Mg: 24.016 -13.049 -5.078
C: 25.723 -14.391 -5.231
O: 24.593 -14.764 -5.709
O: 25.436 -14.033 -4.093
O: 25.847 -13.359 -5.821
C: 28.724 -16.313 -5.205
C: 30.121 -15.936 -4.908
O: 30.576 -16.103 -3.792
C: 30.912 -15.277 -6.009
H: 27.984 -15.600 -4.841
H: 28.469 -17.307 -4.839
H: 28.703 -16.352 -6.294
H: 31.375 -16.091 -6.566
H: 31.735 -14.795 -5.481
H: 30.358 -14.555 -6.609
C: 18.834 -7.889 -8.140
C: 19.974 -8.511 -7.340
O: 20.073 -8.206 -6.136
C: 20.796 -9.575 -8.059
H: 19.229 -7.192 -8.879
H: 18.105 -7.425 -7.476
H: 18.244 -8.704 -8.559
H: 21.204 -10.313 -7.368
H: 21.639 -9.123 -8.582
H: 20.188 -10.077 -8.812
C: 25.896 -17.696 -3.781
C: 24.922 -18.352 -2.774
O: 23.895 -18.911 -3.147
C: 25.164 -18.205 -1.308
H: 26.191 -16.732 -3.366
H: 25.311 -17.590 -4.694
H: 26.775 -18.325 -3.918
H: 25.664 -17.284 -1.007
H: 25.871 -18.979 -1.011
H: 24.268 -18.432 -0.730
C: 22.751 -9.302 -4.108
C: 23.794 -10.294 -3.734
O: 23.976 -11.276 -4.454
N: 24.597 -10.096 -2.658
C: 25.511 -11.120 -2.188
H: 22.619 -9.232 -5.188
H: 22.975 -8.296 -3.752
H: 21.838 -9.639 -3.618
H: 24.623 -9.190 -2.213
H: 24.914 -11.958 -1.828
H: 26.134 -10.748 -1.374
H: 26.115 -11.506 -3.009
C: 22.624 -12.285 -8.822
C: 22.093 -12.695 -7.475
O: 22.859 -12.573 -6.539
N: 20.815 -13.083 -7.438
C: 20.106 -13.428 -6.191
H: 23.026 -11.286 -8.652
H: 21.816 -12.104 -9.531
H: 23.357 -12.964 -9.257
H: 20.328 -12.911 -8.306
H: 19.030 -13.348 -6.342
H: 20.349 -12.798 -5.335
H: 20.385 -14.459 -5.973
C: 22.581 -15.800 -3.014
C: 22.360 -14.290 -2.799
O: 22.503 -13.539 -3.737
N: 21.987 -13.856 -1.608
C: 21.682 -12.446 -1.221
H: 22.834 -16.239 -2.048
H: 23.326 -16.000 -3.784
H: 21.651 -16.095 -3.500
H: 22.009 -14.506 -0.835
H: 21.389 -11.837 -2.076
H: 22.602 -12.021 -0.819
H: 20.939 -12.425 -0.425
C: 26.823 -9.699 -5.504
C: 28.078 -10.357 -4.882
O: 29.007 -9.693 -4.546
N: 28.009 -11.710 -4.725
C: 29.024 -12.507 -4.135
H: 26.264 -10.496 -5.995
H: 27.306 -9.174 -6.328
H: 26.180 -9.019 -4.946
H: 27.246 -12.233 -5.130
H: 29.944 -11.942 -3.988
H: 29.321 -13.333 -4.781
H: 28.533 -12.946 -3.266
N: 22.615 -16.396 -6.763
C: 22.008 -16.261 -7.989
C: 21.023 -17.160 -8.116
C: 21.009 -17.962 -7.020
C: 21.958 -17.431 -6.123
H: 23.385 -15.818 -6.456
H: 22.273 -15.464 -8.667
H: 20.472 -17.313 -9.032
H: 20.403 -18.855 -6.967
H: 22.244 -17.710 -5.119
N: 26.377 -14.459 -1.509
C: 25.599 -14.109 -0.476
C: 26.240 -14.471 0.735
C: 27.429 -15.105 0.319
C: 27.471 -15.132 -1.059
H: 26.035 -14.439 -2.460
H: 24.624 -13.672 -0.637
H: 25.909 -14.287 1.747
H: 28.152 -15.507 1.014
H: 28.184 -15.587 -1.730
N: 25.676 -16.729 -7.691
C: 25.069 -17.849 -8.057
C: 25.886 -18.430 -9.012
C: 26.816 -17.464 -9.542
C: 26.712 -16.441 -8.620
H: 25.468 -16.150 -6.889
H: 24.212 -18.201 -7.503
H: 25.687 -19.416 -9.406
H: 27.541 -17.602 -10.330
H: 27.177 -15.483 -8.441
N: 26.251 -12.238 -8.596
C: 26.791 -11.068 -9.146
C: 26.765 -11.248 -10.544
C: 26.244 -12.546 -10.795
C: 25.897 -13.113 -9.594
H: 26.428 -12.469 -7.629
H: 27.003 -10.218 -8.515
H: 27.150 -10.619 -11.334
H: 26.292 -13.020 -11.764
H: 25.463 -14.069 -9.340

The value obtained for the orbital gap is 7.116 eV. The value obtained for the LUMO energy is -0.3675 eV.

---

(4)
Computed, not measured: a molecular structure, C38H67Br3O23S3, with the ωB97M-V functional and the def2-TZVPD basis.

Cartesian coordinates (Å):
O: -0.245 1.622 -8.265
C: -0.662 2.288 -7.381
O: -1.798 1.947 -6.722
C: -2.033 2.748 -5.573
C: -1.007 3.889 -5.619
C: -0.032 3.508 -6.733
H: -2.018 2.210 -4.627
H: -3.028 3.195 -5.630
H: -0.597 4.199 -4.664
H: -1.522 4.760 -6.030
H: 0.974 3.172 -6.473
H: 0.069 4.270 -7.503
O: 2.016 -4.156 3.968
C: 2.970 -3.613 3.540
O: 4.219 -4.128 3.684
C: 5.217 -3.122 3.493
C: 4.537 -2.032 2.631
C: 3.039 -2.328 2.681
H: 6.067 -3.540 2.962
H: 5.522 -2.750 4.471
H: 5.005 -1.935 1.652
H: 4.769 -1.061 3.087
H: 2.564 -2.573 1.734
H: 2.491 -1.594 3.270
O: -3.203 -2.367 -2.026
C: -3.340 -2.767 -3.152
O: -3.038 -2.026 -4.236
C: -3.102 -2.820 -5.440
C: -3.914 -4.074 -5.074
C: -3.697 -4.185 -3.554
H: -2.105 -3.131 -5.748
H: -3.583 -2.223 -6.196
H: -3.555 -4.973 -5.565
H: -4.975 -3.892 -5.228
H: -2.878 -4.822 -3.220
H: -4.622 -4.528 -3.100
O: -2.498 -2.489 6.196
C: -2.877 -1.496 5.690
O: -3.518 -0.514 6.387
C: -4.023 0.513 5.525
C: -4.030 -0.086 4.118
C: -2.952 -1.173 4.206
H: -3.409 1.407 5.677
H: -5.023 0.799 5.848
H: -3.796 0.646 3.342
H: -5.043 -0.418 3.893
H: -2.025 -0.770 3.794
H: -3.198 -2.085 3.666
O: 4.116 -2.709 -2.134
C: 3.022 -2.473 -2.565
O: 1.925 -3.157 -2.186
C: 0.736 -2.407 -2.617
C: 1.221 -1.835 -3.948
C: 2.614 -1.393 -3.585
H: 0.672 -1.609 -1.876
H: -0.131 -3.052 -2.631
H: 0.542 -1.041 -4.282
H: 1.140 -2.580 -4.740
H: 2.635 -0.451 -3.028
H: 3.373 -1.414 -4.362
O: 3.505 2.696 0.848
C: 4.017 1.969 0.058
O: 4.807 2.455 -0.940
C: 5.280 1.376 -1.761
C: 5.292 0.181 -0.808
C: 4.023 0.449 -0.006
H: 6.271 1.603 -2.144
H: 4.638 1.159 -2.621
H: 6.205 0.213 -0.209
H: 5.302 -0.795 -1.295
H: 3.959 -0.008 0.975
H: 3.098 0.196 -0.542
O: -1.152 -4.951 3.667
C: -1.452 -4.521 2.610
O: -2.704 -4.036 2.330
C: -2.811 -3.609 0.964
C: -1.553 -4.084 0.257
C: -0.571 -4.358 1.392
H: -2.910 -2.527 0.817
H: -3.794 -3.961 0.646
H: -1.276 -3.349 -0.493
H: -1.674 -5.039 -0.265
H: 0.133 -3.548 1.619
H: 0.088 -5.193 1.170
O: -0.691 -0.963 0.475
S: -0.359 0.424 0.521
O: 0.620 0.910 -0.389
O: -1.663 1.317 0.431
C: -2.574 0.976 -0.628
C: -2.229 1.815 -1.843
C: -0.009 0.951 2.154
H: -3.600 1.202 -0.330
H: -2.625 -0.082 -0.888
H: -2.897 1.650 -2.689
H: -1.219 1.575 -2.193
H: -2.237 2.886 -1.624
H: -0.954 0.823 2.678
H: 0.199 2.015 2.129
H: 0.765 0.309 2.561
O: 2.357 6.186 -1.952
S: 1.166 5.580 -1.458
O: -0.083 6.266 -1.548
O: 0.892 4.198 -2.178
C: 2.024 3.317 -2.443
C: 1.911 2.890 -3.888
C: 1.496 5.026 0.183
H: 1.992 2.505 -1.718
H: 2.924 3.908 -2.261
H: 1.662 3.785 -4.456
H: 1.083 2.187 -4.011
H: 2.829 2.441 -4.261
H: 1.432 5.926 0.805
H: 2.510 4.650 0.198
H: 0.674 4.423 0.555
O: 2.579 -0.537 8.641
S: 1.855 -0.646 7.422
O: 0.922 -1.681 7.232
O: 1.106 0.744 7.246
C: 0.311 0.935 6.067
C: -0.122 2.381 6.033
C: 3.053 -0.613 6.126
H: -0.540 0.245 6.080
H: 0.847 0.640 5.156
H: 0.685 3.086 6.246
H: -0.873 2.589 6.798
H: -0.526 2.664 5.059
H: 3.798 0.110 6.443
H: 2.638 -0.286 5.174
H: 3.415 -1.626 5.973
C: -7.108 3.332 -0.783
Br: -5.300 3.350 -1.435
Br: -8.062 4.896 -1.366
Br: -7.183 3.144 1.119
H: -7.590 2.479 -1.231

The value obtained for the orbital gap is 9.389 eV. The value obtained for the LUMO energy is -0.3310 eV. The relative energy (zero: lowest compared OMol25 entry of this formula, charge and spin) comes out at 0.0 kcal/mol.